Entry 1:
50
Properties=species:S:1:pos:R:3:forces:R:3:mulliken_charge:R:1 method="wB97M-V/def2-TZVPD" total_charge=0 homo_energy_ev=-8.62 fmax_ev_per_a=5.2 lumo_energy_ev=-0.1 smiles="CC(C)NC(=O)Nc1nccn2c(-c3ccc(C(=O)NC4CC4)cc3)cnc12" gap_ev=8.5
O -0.92675 0.31402 -6.80705 -0.28 -0.09 0.52 -0.73
O 1.51889 -0.65666 6.01675 0.48 1.10 -1.04 -0.67
N 1.95845 1.55502 6.21635 0.02 -2.25 1.20 -0.16
N 1.31491 1.04523 -2.56807 1.15 0.52 1.18 -0.68
N -2.21624 -1.08896 -5.67236 -3.59 -1.73 3.30 -0.16
N -0.18439 0.56688 -1.02518 -3.58 -1.59 -0.33 0.17
N -2.14340 -0.17859 -2.96141 0.11 0.39 0.84 -0.67
N -0.66771 0.29679 -4.64145 1.61 1.77 3.55 -0.12
C 1.92845 1.56401 1.78626 -0.47 1.30 -0.73 -0.97
C -1.18934 -3.13211 -6.14923 1.70 -0.22 -1.97 -1.29
C 1.67414 0.43184 3.94300 -1.67 -0.10 -3.12 0.53
C 2.02932 1.47549 7.76873 -0.84 -0.72 -1.44 -0.17
C 2.56824 2.62673 8.63583 -1.29 -0.67 -2.49 -0.61
C 1.90504 1.11455 -1.26687 -0.76 -0.02 -3.54 -0.79
C 0.94032 0.80223 -0.36796 2.57 0.61 2.63 0.27
C 0.06700 0.73487 -2.33658 -0.26 -0.45 -2.03 0.66
C 1.17937 0.68557 1.07540 -0.70 -1.97 -0.08 1.01
C -3.63771 -3.01656 -6.60896 -1.12 0.42 0.34 -1.36
C -1.41694 -0.01255 -0.67778 -2.89 -1.54 1.15 0.11
C -2.42486 -0.32736 -1.61166 2.28 0.90 0.20 -0.89
C -2.30950 -2.21039 -6.60821 0.68 -0.98 1.27 0.06
C 0.72622 -0.46127 1.74631 0.28 0.86 1.07 -0.61
C 0.90831 -0.52917 3.14261 1.01 -0.49 1.16 -0.89
C 2.08533 1.47635 3.14347 0.63 0.29 1.04 -0.32
C 1.78276 0.40746 5.43043 -1.38 -1.72 2.85 0.31
C -1.34459 -0.11626 -5.71739 1.25 0.24 -4.77 0.51
C 1.08569 2.37051 8.46179 -0.34 0.96 1.14 -0.49
C -0.98329 0.31388 -3.28329 0.18 -0.54 -1.23 0.32
H -0.27267 -2.70530 -5.68464 -0.64 0.42 -0.76 0.33
H 1.97613 0.44227 8.19984 0.70 1.04 -1.04 0.36
H -1.49636 -3.82619 -5.43589 -0.90 -1.37 1.13 0.37
H -3.89191 -3.54357 -5.61785 0.82 0.41 -1.58 0.28
H 0.15063 0.81847 -4.93138 -0.07 0.08 0.18 0.23
H -0.89195 -3.66239 -7.07666 0.24 -0.24 0.75 0.36
H 3.01411 2.35933 9.52525 1.00 -0.53 1.68 0.26
H 2.50789 2.32682 3.60539 0.79 0.83 0.46 0.26
H 2.40609 2.28908 5.75872 0.80 1.57 -0.39 0.21
H -2.43527 -1.37590 -4.67046 0.19 0.51 -1.77 0.26
H -1.58085 -0.40140 0.36682 0.43 1.13 -1.16 0.37
H -3.46444 -0.70636 -1.45197 1.42 0.27 0.64 0.39
H 2.97734 1.30115 -1.19617 -0.60 0.00 0.34 0.45
H -2.07434 -1.94047 -7.61054 -0.06 0.93 -0.58 0.54
H 2.20397 2.44833 1.24759 0.50 0.51 0.12 0.44
H -4.47280 -2.32391 -6.72403 -0.01 0.31 0.03 0.39
H 0.27609 -1.19425 1.07567 -0.14 -0.33 1.03 0.63
H 2.97246 3.48525 8.13380 0.13 0.19 -0.12 0.25
H 0.50337 2.05955 9.33622 0.33 -0.21 -0.43 0.23
H 0.58655 3.13798 7.90317 -0.23 0.06 -0.41 0.26
H 0.56049 -1.37820 3.71544 -0.19 -0.19 -0.19 0.42
H -3.78221 -3.66188 -7.53185 0.75 0.33 1.40 0.35


Entry 2:
87
Properties=species:S:1:pos:R:3:forces:R:3:mulliken_charge:R:1 method="wB97M-V/def2-TZVPD" total_charge=-1 homo_energy_ev=-3.13 fmax_ev_per_a=2.0 lumo_energy_ev=1.2 gap_ev=4.3
Y 0.95299 0.99478 0.05268 0.31 -1.94 0.45 1.04
S -0.90119 1.60420 4.53860 -0.09 0.06 0.27 -0.40
S 3.74017 0.38552 0.62949 0.67 0.09 0.17 0.75
Si 0.99153 -2.78119 -0.24966 -0.21 0.55 0.05 -0.36
O 5.15200 0.74038 0.61300 0.06 0.15 0.04 -0.75
O 3.01382 1.11630 1.88783 -0.28 0.15 -0.22 -0.51
O 1.49817 0.54361 -2.56257 -0.24 0.25 0.00 0.12
O 0.48793 3.01656 0.66912 0.01 0.61 -0.06 -0.59
O 0.78232 -1.19742 0.07144 -0.07 0.08 -0.24 1.38
O 2.98974 1.25339 -0.43057 0.95 -0.12 -0.43 -0.60
N 0.11281 0.74525 2.35517 0.40 -0.34 0.42 0.57
N -2.17449 1.35887 2.16145 0.09 0.06 0.14 -0.51
N -1.52579 2.68279 -1.35728 -0.33 0.42 0.00 -0.44
N -0.63080 1.79887 -1.53007 -0.28 0.03 -0.75 0.48
C -1.78251 -3.04345 -0.89292 -0.08 -0.02 -0.02 -1.69
C 0.43893 0.67836 -3.40885 0.34 -0.21 -0.13 0.16
C -0.54076 3.73866 0.63460 -0.23 0.27 0.21 1.33
C -0.71328 1.24592 -2.87603 -0.07 0.46 0.62 0.36
C -0.38768 -3.32551 -1.46928 -0.13 0.04 -0.02 2.43
C -3.99997 6.21733 0.77113 -0.06 0.02 -0.02 -0.90
C -1.84716 1.35039 -3.66313 -0.20 -0.11 -0.09 -0.51
C -2.77765 4.38530 -0.26613 0.14 -0.23 -0.14 0.50
C -0.25797 -2.44629 -2.71445 -0.01 -0.06 -0.11 -2.15
C 1.61906 1.12430 5.71038 0.14 -0.15 -0.39 -0.82
C 1.98932 -3.30458 2.32536 0.07 -0.08 0.07 -1.93
C -1.84612 0.89788 -4.97315 0.05 -0.01 0.04 -0.89
C 2.89695 0.60531 5.43658 0.08 0.04 0.18 -0.43
C 0.45946 0.25587 -4.73510 -0.05 0.02 0.11 -0.37
C -2.86288 5.39809 0.69916 0.26 0.18 0.33 0.77
C -0.30166 -4.78863 -1.90726 -0.08 -0.08 -0.07 -2.14
C 1.37246 -5.32084 1.02685 0.03 -0.10 0.09 -1.97
C 2.75356 0.17937 -3.14064 -0.09 -0.09 0.03 -1.09
C -1.75866 5.59590 1.61437 -0.41 0.18 -0.08 -0.80
C -0.97123 1.21787 2.85416 -0.42 0.02 -0.22 0.20
C -0.39149 -3.86131 2.01311 -0.03 -0.06 0.06 -1.92
C -1.59114 3.53124 -0.30490 -0.22 0.04 -0.09 -0.47
C 3.29455 0.10089 4.22265 0.04 0.07 -0.14 -1.74
C 2.46054 0.13418 3.01576 -0.24 -0.32 0.83 1.93
C -4.96689 5.03505 -1.06803 -0.04 0.02 0.00 -0.78
C -0.65729 4.83518 1.58264 0.13 -0.39 -0.23 -0.94
C 1.11696 0.59348 3.35563 -0.22 0.21 -0.55 -1.27
C 0.97803 -3.86724 1.31755 -0.07 0.01 0.14 2.44
C 0.76965 1.07865 4.60306 -0.15 0.16 0.08 1.17
C -0.68392 0.36319 -5.51001 -0.06 0.02 -0.01 -0.78
C 2.64569 -3.06882 -1.09808 0.17 -0.04 -0.08 -1.10
C -5.04816 6.04590 -0.10016 0.06 -0.06 -0.01 -0.54
C -3.86167 4.22074 -1.14968 0.04 -0.01 0.03 -0.16
H 3.47839 0.21622 -2.33842 -0.03 0.05 0.05 0.11
H 2.39402 -5.40258 0.64945 0.00 0.03 0.01 0.31
H 3.01813 0.89540 -3.91999 0.02 0.00 -0.03 0.43
H -4.03504 6.99055 1.53039 0.00 0.00 -0.01 0.39
H 2.99822 -4.09936 -1.00622 -0.02 0.03 -0.04 0.40
H -2.74632 0.97218 -5.56869 0.01 -0.01 -0.01 0.39
H 0.68210 -2.59731 -3.25315 0.00 -0.02 0.04 0.28
H -2.54622 -3.18555 -1.67043 0.03 0.01 0.01 0.51
H -1.12937 -4.46607 1.48016 0.09 0.01 0.05 0.37
H -2.03875 -3.69955 -0.06087 0.01 0.04 -0.10 0.35
H 1.33052 -5.89091 1.96442 0.01 -0.01 -0.03 0.52
H 2.16203 -4.04660 3.11592 0.02 0.03 -0.01 0.56
H 2.60138 -2.83381 -2.16537 0.00 0.02 0.05 0.25
H -0.29407 -4.28537 3.02118 0.00 0.01 -0.02 0.52
H -2.68739 2.20423 2.36465 0.03 0.03 0.02 0.29
H 0.70497 -5.06573 -2.23674 -0.02 0.03 0.02 0.31
H 1.60406 -2.41154 2.81230 -0.04 0.02 -0.02 0.26
H -0.32763 -1.39684 -2.44677 -0.01 0.05 0.04 0.08
H -0.66263 0.01493 -6.53503 -0.01 0.01 0.01 0.38
H 1.31683 1.47922 6.68308 -0.01 -0.01 0.00 0.39
H -2.12026 1.19359 1.16743 0.09 -0.07 0.00 0.16
H -3.81308 3.44042 -1.89605 0.00 0.02 0.02 0.39
H -2.73757 1.78897 -3.23523 0.05 0.01 0.00 0.47
H 2.96113 -3.05988 1.88406 -0.05 -0.03 -0.02 0.25
H 0.16450 4.96364 2.27470 0.01 -0.01 -0.02 0.51
H -1.07618 -2.66114 -3.41600 0.04 -0.01 0.00 0.64
H 1.35309 -0.17962 -5.15244 0.02 -0.01 -0.02 0.43
H -5.92368 6.67873 -0.03816 0.00 -0.01 -0.01 0.39
H -5.78694 4.88753 -1.76057 0.01 0.01 0.01 0.40
H 3.61303 0.56350 6.25366 0.00 0.00 -0.03 0.33
H 4.29586 -0.30030 4.11005 -0.04 -0.02 0.06 0.37
H 0.71428 -5.81943 0.31394 0.04 0.06 0.07 0.26
H -1.84289 6.38914 2.35041 -0.04 0.00 -0.03 0.34
H -0.79178 -2.84899 2.12111 0.04 -0.02 -0.02 0.23
H -1.86125 -2.01297 -0.53462 0.03 -0.01 -0.01 0.02
H 2.69394 -0.82810 -3.55344 0.02 -0.03 -0.02 0.36
H 2.47565 -0.79160 2.45240 0.07 -0.02 -0.26 -0.73
H -0.98318 -4.96413 -2.75163 0.02 0.00 0.02 0.46
H -0.59497 -5.47860 -1.11335 -0.01 0.06 -0.04 0.36
H 3.40080 -2.41658 -0.64997 -0.03 -0.02 0.01 0.14


Entry 3:
18
Properties=species:S:1:pos:R:3:forces:R:3:mulliken_charge:R:1 method="wB97M-V/def2-TZVPD" total_charge=0 homo_energy_ev=-8.54 fmax_ev_per_a=2.8 lumo_energy_ev=-0.6 smiles="CC(=O)N(I)c1nc(C)cs1" gap_ev=7.9
I -2.58620 1.10101 0.42791 -0.06 -0.14 -0.06 0.22
S 1.27943 -1.22162 0.13504 2.28 -0.68 0.58 -0.02
O -0.69075 -2.58846 -0.09297 0.42 -0.61 0.02 -0.63
N 0.38771 1.12391 0.09526 -0.03 1.68 0.19 -0.45
N -1.29652 -0.47002 0.29394 1.00 0.68 0.20 -0.38
C -1.57761 -1.77940 0.04656 -1.11 -0.10 -0.78 0.95
C 1.73970 1.27325 -0.01646 0.22 0.90 -0.62 0.18
C 0.06775 -0.10033 0.27249 -2.02 0.05 -0.96 0.65
C 2.38936 2.61910 -0.34267 -1.23 -0.68 -0.97 -1.16
C 2.39662 0.10318 0.06137 1.29 -1.01 0.64 -0.32
C -3.00542 -2.17426 0.05510 -0.02 0.13 -2.13 -1.12
H 3.46655 -0.06220 0.28569 -0.73 0.11 -0.77 0.34
H 3.04217 2.49752 -1.22754 0.30 -0.01 0.95 0.33
H -3.59627 -2.27360 -0.89294 1.38 -0.57 0.28 0.29
H -2.99465 -3.03572 0.64881 -0.78 -1.30 0.81 0.30
H -3.51081 -1.35577 0.40996 -1.58 1.42 1.90 0.22
H 1.66040 3.35513 -0.71997 -0.10 -0.38 0.56 0.29
H 2.82854 2.98828 0.56044 0.77 0.51 0.17 0.29


Entry 4:
5
Properties=species:S:1:pos:R:3:forces:R:3:mulliken_charge:R:1 method="wB97M-V/def2-TZVPD" total_charge=-2 homo_energy_ev=-0.99 fmax_ev_per_a=2.2 lumo_energy_ev=6.2 gap_ev=7.2
Cl 2.29199 0.33528 -0.12224 0.33 -0.30 -0.13 -0.62
Cl 0.01206 -1.58979 2.03969 0.11 -0.13 0.10 -0.74
Cl -0.60871 2.20610 -1.37244 0.18 0.02 0.12 -0.90
Mg 0.09208 -0.35661 0.01292 -2.02 0.87 -0.34 0.97
F -1.78742 -0.59497 -0.55793 1.40 -0.47 0.26 -0.70